Molecular formula: C64H145OP4
Method: DFT, the ωB97M-V functional and the def2-TZVPD basis

The geometry in XYZ format:
```
214
Properties=species:S:1:pos:R:3:forces:R:3
O -1.9083 3.0850 -4.7643 0.346 -0.149 -0.315
H -1.1521 3.2209 -5.3678 -0.744 -0.006 0.574
C 7.0834 3.0535 -2.7433 -0.732 1.351 -0.525
C 6.6252 3.7029 -4.0962 0.334 -1.129 0.317
C 7.7790 4.0680 -5.0550 -1.895 -1.117 0.726
C 7.3018 3.9654 -6.5266 0.683 2.275 -0.267
P 6.3383 5.4244 -7.2006 -1.175 -0.330 1.428
C 7.0626 7.0217 -6.6247 -0.091 -0.263 -1.138
C 6.7140 7.6348 -5.2992 -0.403 -0.141 1.798
C 7.7649 8.6607 -4.8189 -0.298 -0.486 0.704
C 7.4512 9.4687 -3.5171 -0.206 -0.220 -1.628
C 4.6183 5.4086 -6.4842 0.011 -1.072 -0.423
C 3.7737 4.1113 -6.6528 0.250 0.062 0.148
C 2.4075 4.2421 -6.0026 -1.119 0.371 -0.496
C 1.4323 3.1170 -6.3378 0.597 -0.650 -0.452
C 6.4338 5.3404 -9.0461 -0.014 0.395 1.254
C 5.8509 4.1130 -9.7256 0.197 0.360 -1.195
C 6.5472 3.8541 -11.0739 -0.434 -1.302 -1.030
C 7.1334 4.9404 -11.9899 -0.104 -0.249 0.891
H 6.1458 2.7990 -2.2491 0.208 -0.075 0.467
H 7.5892 3.8475 -2.1940 -0.014 -0.117 0.395
H 7.7408 2.1843 -2.7194 -0.103 0.000 -0.687
H 5.9862 4.5575 -3.8739 0.076 0.114 0.128
H 5.9730 2.9939 -4.6060 -0.084 -0.162 -0.068
H 8.4692 3.2472 -4.8602 0.622 0.416 -0.397
H 8.1472 5.0279 -4.6930 0.529 0.003 -0.689
H 6.7615 3.0549 -6.7857 0.171 -0.020 0.185
H 8.1958 4.0844 -7.1388 0.184 -0.573 -0.357
H 6.6982 7.7497 -7.3495 0.255 -0.039 -0.661
H 8.1382 6.8877 -6.7402 0.203 0.214 -0.039
H 6.6290 6.8434 -4.5545 0.140 -0.042 0.332
H 5.7238 8.0900 -5.2772 -0.204 0.032 -0.548
H 7.9395 9.3727 -5.6256 0.456 -0.125 -0.039
H 8.6131 8.0169 -4.5862 0.644 0.491 -0.408
H 8.2774 10.1485 -3.3088 0.197 -0.398 0.303
H 7.2109 8.8007 -2.6900 0.095 0.300 0.104
H 6.6386 10.1541 -3.7575 -0.480 -0.135 0.342
H 4.1120 6.2560 -6.9464 -0.330 0.344 -0.585
H 4.5879 5.6941 -5.4326 0.693 -0.064 0.267
H 4.1968 3.2391 -6.1545 0.696 -0.017 -0.131
H 3.6789 3.8585 -7.7089 -0.123 0.065 -0.091
H 1.9393 5.1527 -6.3763 0.082 0.423 0.295
H 2.4981 4.2876 -4.9173 0.146 0.301 0.101
H 1.1921 3.0795 -7.4003 0.068 0.248 -0.190
H 0.4763 3.1346 -5.8145 0.369 0.185 0.285
H 1.9283 2.1662 -6.1424 -0.157 -0.310 0.210
H 7.4850 5.5283 -9.2647 0.316 -0.358 0.024
H 5.9318 6.2215 -9.4457 -0.180 0.194 0.251
H 4.8158 4.3497 -9.9718 -0.191 -0.134 0.433
H 5.8945 3.1593 -9.1995 -0.069 0.283 0.442
H 5.8228 3.3449 -11.7096 -0.655 0.226 -0.036
H 7.1826 2.9723 -10.9911 0.991 0.481 0.418
H 6.3601 5.6268 -12.3348 -0.014 -0.067 -0.113
H 7.5655 4.3973 -12.8303 0.043 0.372 -0.104
H 7.9034 5.5427 -11.5078 0.156 -0.059 -0.078
C 2.9616 2.0125 -2.7634 0.144 0.181 -0.444
C 2.5839 3.3036 -2.0107 -0.693 -1.759 1.635
C 1.1961 3.1451 -1.1194 1.879 0.313 -1.259
C -0.0302 3.3952 -1.9867 -0.794 0.122 0.657
P -1.6804 3.0605 -1.2457 -1.622 -0.020 -0.399
C -2.1083 1.2826 -1.5547 0.367 0.558 0.385
C -1.2124 0.2737 -0.8455 -0.395 1.091 -0.028
C -1.6818 -1.1236 -1.2200 0.787 -0.111 -0.603
C -0.5611 -2.1210 -1.0230 0.173 -0.976 -0.026
C -1.6831 3.4314 0.5664 0.374 -1.242 -1.137
C -2.7709 2.6692 1.2705 -1.322 -0.918 -0.349
C -2.7686 2.8601 2.7256 0.513 -0.562 3.684
C -1.6088 2.0728 3.4833 -0.088 1.138 -0.858
C -3.0600 3.9777 -2.0979 0.485 0.852 0.098
C -4.1076 4.6656 -1.2159 0.202 -0.837 1.697
C -5.2094 5.5019 -1.8324 0.727 -1.414 -1.381
C -5.8622 4.7689 -3.0958 -0.160 2.305 1.305
H 4.0189 2.0387 -3.0270 0.120 0.353 -0.257
H 2.4208 1.8573 -3.6971 -0.222 -0.094 0.087
H 2.9343 1.1085 -2.1550 -0.568 0.085 0.210
H 2.6875 4.1784 -2.6527 -0.608 0.093 0.052
H 3.4047 3.3551 -1.2954 -0.169 0.500 0.390
H 1.2478 3.8260 -0.2697 -0.081 0.294 -0.149
H 1.2063 2.1562 -0.6611 0.103 -0.172 -0.263
H -0.0912 2.7964 -2.8955 0.212 0.239 -0.342
H -0.0658 4.4602 -2.2158 -0.014 -0.016 -0.468
H -2.0304 1.1473 -2.6335 0.152 0.375 -0.264
H -3.1507 1.0667 -1.3207 -0.172 0.427 0.234
H -1.2326 0.5094 0.2185 -0.199 -0.573 0.293
H -0.1839 0.5269 -1.1026 0.211 -0.674 -0.438
H -1.9324 -1.1323 -2.2807 -0.073 0.184 -0.203
H -2.6176 -1.3888 -0.7282 0.161 -0.012 0.400
H 0.2304 -2.0750 -1.7710 0.227 0.984 0.079
H -0.8269 -3.1594 -1.2210 -0.647 -0.103 0.644
H -0.1451 -2.0098 -0.0217 0.170 -0.304 -0.054
H -1.7177 4.4759 0.8762 0.255 0.072 -0.480
H -0.7310 2.9656 0.8204 0.282 0.376 0.513
H -2.7432 1.5846 1.1663 0.533 -0.119 -0.573
H -3.7765 2.8828 0.9083 0.125 0.482 -0.231
H -3.7053 2.5235 3.1699 -0.195 -0.165 -0.239
H -2.7257 3.8964 3.0608 0.224 0.273 -0.335
H -1.3720 2.4114 4.4920 -0.544 0.253 0.032
H -0.7108 2.3372 2.9249 0.371 -0.496 -0.014
H -1.7219 0.9911 3.5548 -0.203 0.047 -0.417
H -3.4819 3.3086 -2.8479 0.255 0.078 -0.090
H -2.5440 4.7895 -2.6106 0.085 -0.196 -0.567
H -3.5889 5.3025 -0.4994 0.216 0.113 0.145
H -4.5998 3.9300 -0.5797 -0.067 -0.266 -0.078
H -4.7375 6.4383 -2.1300 -0.292 0.133 -0.555
H -5.8961 5.7732 -1.0305 -0.319 -0.267 -0.249
H -5.1790 4.8206 -3.9435 -0.035 -0.253 0.144
H -6.6777 5.4708 -3.2705 -0.279 -0.277 -0.741
H -6.3189 3.7854 -2.9848 0.405 -0.065 0.447
C 4.0354 11.0764 -0.5375 -1.513 -0.384 -0.639
C 3.8098 11.4847 -2.0325 2.138 -0.910 1.028
C 2.4021 11.7982 -2.4445 -0.162 -0.777 1.428
C 1.5119 10.4721 -2.5018 -0.310 1.401 -1.553
P 1.5350 9.4671 -4.0542 1.774 0.264 -0.294
C 1.5807 10.4952 -5.5488 0.295 0.342 1.068
C 2.9540 11.2402 -5.6947 -0.194 0.006 -1.461
C 3.8819 10.6628 -6.7614 0.369 0.026 -0.184
C 5.2210 11.5143 -6.9136 -1.610 -2.466 0.568
C 3.1124 8.4699 -4.0700 -1.228 -0.917 1.750
C 3.1818 7.5700 -2.7841 1.511 0.275 0.776
C 4.6072 6.9645 -2.4826 -0.814 -0.147 -2.028
C 4.7741 6.3162 -1.1593 0.412 0.105 0.833
C 0.0275 8.4874 -4.1014 0.636 0.159 0.670
C -0.0806 7.5240 -5.2612 0.531 -0.087 -0.075
C -1.0660 6.4251 -4.9118 -0.386 0.498 -0.797
C -2.4896 6.9783 -4.8069 0.656 -0.694 0.025
H 3.6809 11.8056 0.1910 0.520 0.373 -0.101
H 5.0260 10.6760 -0.3217 0.072 0.491 -0.098
H 3.3543 10.2439 -0.3608 -0.035 -0.374 0.157
H 4.1742 10.6002 -2.5551 0.076 -0.017 -0.470
H 4.5453 12.2576 -2.2557 -0.323 0.329 -0.249
H 2.3972 12.4910 -3.2860 -0.446 -0.636 -0.368
H 2.0298 12.3923 -1.6099 -0.571 0.036 -0.023
H 0.4826 10.8305 -2.4952 -0.291 -0.109 0.167
H 1.6083 9.7776 -1.6672 0.318 0.288 0.075
H 0.7281 11.1609 -5.4146 0.037 0.450 -0.046
H 1.2686 9.8433 -6.3648 0.548 -0.066 -0.291
H 3.5259 11.3085 -4.7693 -0.284 0.034 0.137
H 2.8128 12.2451 -6.0927 -0.537 0.304 0.664
H 3.3952 10.5737 -7.7326 -0.302 0.650 -0.118
H 3.9884 9.5927 -6.5834 0.928 -0.241 0.340
H 5.7943 11.3839 -5.9957 0.019 0.565 0.189
H 4.9582 12.5471 -7.1423 0.467 -0.142 -0.139
H 5.7830 10.9456 -7.6544 0.172 0.756 -0.444
H 3.9580 9.1551 -4.1297 -0.096 0.017 -0.073
H 3.1146 7.7771 -4.9115 -0.019 0.256 -0.599
H 2.4345 6.7765 -2.7861 -0.042 -0.118 -0.311
H 3.0193 8.1117 -1.8523 -0.489 0.533 -0.084
H 5.3562 7.7534 -2.5512 -0.082 0.059 -0.363
H 4.8145 6.2070 -3.2384 0.138 0.191 -0.431
H 3.9939 5.5930 -0.9217 -0.242 0.430 0.360
H 4.9258 7.1560 -0.4813 -0.629 -0.435 0.861
H 5.7041 5.7525 -1.0859 0.149 -0.019 -0.294
H -0.8013 9.1943 -4.0635 -0.034 0.067 0.075
H 0.0364 7.9216 -3.1698 -0.182 -0.003 0.282
H 0.8827 7.0539 -5.4594 0.283 0.059 -0.040
H -0.3032 8.1074 -6.1546 -0.357 -0.322 -0.210
H -0.7542 5.9842 -3.9650 -0.025 -0.205 0.052
H -1.0157 5.6396 -5.6659 -0.079 -0.089 0.107
H -3.1211 6.1440 -4.5019 -0.316 0.290 0.188
H -2.8334 7.3427 -5.7749 -0.018 0.083 0.033
H -2.4813 7.7961 -4.0862 -0.516 -0.072 0.088
C -5.6818 5.8511 -6.4678 -1.053 -0.140 -0.315
C -5.9714 5.0820 -7.7836 1.760 -0.153 1.528
C -5.6849 3.5616 -7.4770 0.128 0.920 -0.919
C -4.2011 3.1970 -7.4489 0.582 0.213 -0.202
P -3.8015 1.4204 -7.1294 0.177 0.315 -0.664
C -4.4113 0.8643 -5.4852 -0.584 1.174 0.874
C -5.9632 0.7087 -5.4304 0.578 0.038 -0.294
C -6.3325 -0.6122 -4.8103 -0.596 -0.799 -1.006
C -7.8484 -0.8245 -5.0095 0.035 -0.069 0.932
C -2.0146 1.1593 -7.5377 -0.105 -0.567 1.278
C -1.4816 1.5666 -8.8962 -0.111 0.502 -0.864
C -0.3663 0.6808 -9.4906 -0.370 -0.122 0.663
C -0.8343 -0.6694 -9.9522 -0.562 -0.778 0.219
C -4.7014 0.4153 -8.3656 0.579 -0.479 -0.469
C -4.4220 -1.1346 -8.3257 -0.438 1.257 0.808
C -4.7963 -1.8407 -9.6078 0.388 0.286 -0.562
C -4.8718 -3.3512 -9.4958 -0.915 0.485 0.286
H -5.8450 6.9211 -6.5962 0.157 0.033 0.118
H -4.6841 5.6618 -6.0716 0.115 0.081 -0.360
H -6.3600 5.4921 -5.6937 -0.176 0.186 0.000
H -5.2396 5.4933 -8.4789 0.073 -0.414 -0.467
H -6.9442 5.2960 -8.2261 -0.124 -0.323 0.409
H -6.1131 3.0324 -8.3282 -0.451 -0.560 0.479
H -6.0656 3.3007 -6.4895 -0.736 -0.091 -0.303
H -3.5837 3.7995 -6.7826 -0.185 -0.252 0.825
H -3.7492 3.5027 -8.3926 0.031 -0.609 -0.515
H -4.2235 1.6181 -4.7207 0.788 0.481 -0.473
H -3.9224 0.0009 -5.0339 0.202 -0.298 -0.751
H -6.3921 0.8345 -6.4245 -0.154 -0.403 0.014
H -6.4618 1.4839 -4.8485 0.410 0.363 0.094
H -6.0244 -0.6805 -3.7670 -0.382 0.400 0.277
H -5.6957 -1.3810 -5.2479 -0.315 -0.332 -0.452
H -8.2622 -0.7768 -6.0168 0.662 0.025 -0.284
H -8.3171 0.0035 -4.4777 -0.316 -0.047 0.125
H -8.2342 -1.7495 -4.5811 0.172 0.005 0.144
H -1.8465 0.0915 -7.3981 -0.031 -0.160 0.278
H -1.4883 1.6945 -6.7474 -0.025 -0.165 0.270
H -1.0094 2.5402 -8.7654 -0.510 0.349 -0.324
H -2.3367 1.6032 -9.5711 0.205 0.400 -0.486
H 0.3627 0.6276 -8.6820 0.454 -0.262 -0.210
H 0.0918 1.0929 -10.3897 0.081 0.777 0.392
H -0.0250 -1.3771 -10.1317 0.071 0.172 -0.189
H -1.4238 -0.5457 -10.8606 0.071 -0.140 -0.155
H -1.4930 -1.1663 -9.2400 -0.061 -0.021 0.208
H -4.3944 0.7958 -9.3398 0.212 0.172 -0.117
H -5.7722 0.6175 -8.3391 0.021 -0.095 0.178
H -5.0405 -1.4726 -7.4943 -0.077 -0.466 -0.002
H -3.3955 -1.3554 -8.0332 0.112 0.067 -0.100
H -4.0610 -1.6558 -10.3910 0.123 0.538 -0.016
H -5.7325 -1.4418 -9.9982 -0.157 0.046 0.165
H -5.6745 -3.6321 -10.1775 0.424 -0.656 -0.174
H -5.2467 -3.5800 -8.4983 0.265 -0.486 0.070
H -3.9118 -3.8169 -9.7186 -0.292 -0.232 0.131
```
Positions in Å, forces in eV/Å.

## Properties
HOMO level (spin up / spin down), eV: -5.612 / -11.134
E_tot, hartree: -3965.458152
Frontier orbital gap (spin up / spin down), Eh: 0.08243 / 0.28502
Multiplicity: 2
Net charge: +2

Atom charges from the Mulliken analysis, given in e for atoms 1 to 99: O -0.075; H -0.691; C -1.521; C 1.167; C -0.964; C -1.263; P 2.656; C -1.593; C 2.386; C -0.952; C -1.037; C 0.719; C -1.106; C 2.220; C -1.279; C -1.614; C -0.359; C -0.843; C -1.137; H 0.228; H 0.418; H 0.397; H -0.535; H 0.102; H 0.506; H 0.238; H 0.650; H 0.562; H 0.464; H 0.605; H -0.406; H -1.160; H 0.413; H 0.384; H 0.448; H 0.259; H 0.036; H -0.668; H -1.159; H 0.216; H 0.025; H -0.121; H -1.144; H 0.738; H -0.438; H 0.506; H 0.525; H 0.383; H 0.444; H 0.201; H 0.397; H 0.426; H 0.313; H 0.399; H 0.295; C -1.529; C 0.697; C -0.908; C 0.218; P 0.662; C -1.487; C -0.234; C -0.256; C -1.475; C -0.740; C -0.074; C -1.076; C -1.097; C 1.554; C -0.753; C -1.139; C -0.737; H 0.195; H 0.196; H 0.499; H -0.726; H 0.408; H 0.516; H 0.467; H 0.309; H -0.245; H 0.919; H 0.724; H 0.373; H -0.028; H 0.149; H 0.433; H 0.322; H 0.440; H 0.347; H 0.501; H 0.595; H 0.095; H 0.035; H 0.394; H 0.418; H 0.378; H 0.255; H 0.299